54
Properties=species:S:1:pos:R:3:forces:R:3:lowdin_charge:R:1 method="wB97M-V/def2-TZVPD" spin_multiplicity=7 charge=+1 lumo_ev="-3.56 / -3.62" homo_energy_ev="-9.2 / -11.1" de_lowest_kj_mol=0.0 energy_ev=-82333.2312 s_squared=12.0026
Ti -6.708402 5.068534 32.010592 0.46 0.06 -0.48 0.57
Ti -6.227474 0.506295 32.333281 -0.01 0.92 -0.82 0.69
Cl -6.425873 2.647686 30.667131 -0.04 -0.30 1.23 -0.17
C -2.803324 2.445935 27.889154 -0.17 -0.15 -0.72 -0.07
C -3.374122 1.018682 27.834654 0.75 1.31 0.78 -0.42
C -2.306408 0.000501 27.442405 -1.24 0.37 -0.59 -0.22
O -2.001151 0.165016 26.074526 0.26 -0.07 0.38 -0.19
C -0.939423 -0.668994 25.638029 -0.35 -0.08 -0.38 -0.10
N -3.850025 0.672557 29.211060 -0.92 -0.67 -1.09 0.02
H -3.609342 3.171726 28.033931 0.03 -0.05 0.36 0.06
H -2.387227 2.706441 26.911743 0.16 -0.13 0.08 0.08
H -2.030180 2.550758 28.649388 -0.07 -0.01 0.09 0.08
H -4.208851 1.085333 27.131387 0.12 -0.63 -0.22 0.14
H -2.788465 -0.981568 27.555323 0.54 -0.21 0.34 0.13
H -1.448074 0.162200 28.101772 0.12 -0.37 -0.03 0.14
H -0.989225 -1.690642 26.030840 -0.16 0.11 0.28 0.09
H 0.031695 -0.239269 25.891148 0.05 0.01 -0.08 0.09
H -1.077766 -0.766120 24.560792 0.36 0.18 0.00 0.09
H -4.167099 -0.298947 29.096776 0.29 0.05 0.39 0.06
H -4.756870 1.138592 29.250563 0.16 0.30 0.45 -0.03
C -3.664601 7.032309 29.260784 -0.81 0.71 -0.24 -0.04
C -4.488610 6.990842 30.527712 -0.60 -1.18 0.49 -0.40
C -5.923801 7.441735 30.301189 0.25 1.29 -0.59 -0.21
O -6.762699 7.391464 31.444425 -0.07 -1.70 0.74 -0.32
C -6.555488 8.378244 32.475472 -0.24 0.06 -0.68 -0.04
N -4.558145 5.567862 31.020356 -0.48 0.48 0.08 -0.02
H -3.443419 8.070039 29.001188 0.37 -0.17 -0.06 0.09
H -4.293484 6.643105 28.453275 0.24 -0.14 -0.09 0.09
H -2.778101 6.413550 29.349604 0.22 0.20 -0.04 0.09
H -4.101460 7.631662 31.322477 0.41 -0.33 0.01 0.14
H -6.393409 6.850463 29.509342 -0.12 -0.13 0.21 0.14
H -5.918580 8.481486 29.945397 0.07 -0.10 -0.10 0.15
H -7.182132 9.224876 32.198830 0.30 0.30 0.15 0.10
H -5.500705 8.627844 32.553852 -0.03 0.21 0.07 0.09
H -6.911131 7.991882 33.426782 0.01 -0.21 -0.05 0.09
H -4.918691 4.976085 30.266832 0.26 0.18 -0.22 0.03
H -3.606059 5.238367 31.146399 -0.09 -0.12 0.39 0.10
C -7.854516 1.051326 27.259699 -0.53 0.91 -0.62 -0.05
C -9.095767 1.827366 27.714859 -0.22 -0.46 -0.06 -0.44
C -10.290789 1.438735 26.821068 -0.15 -0.10 0.98 -0.23
O -10.097993 1.676101 25.455383 0.41 0.16 0.03 -0.17
C -10.290612 3.026577 25.087960 -0.04 0.24 -0.30 -0.10
N -9.401991 1.505748 29.135700 0.27 0.47 -0.58 0.03
H -7.065310 1.051263 28.007510 0.09 -0.06 0.08 0.04
H -7.506876 1.576474 26.365474 0.30 -0.29 0.04 0.08
H -8.128053 0.044623 26.948553 0.11 -0.13 0.24 0.09
H -8.963680 2.911297 27.597958 0.40 -0.06 -0.02 0.12
H -11.181749 1.970559 27.185025 -0.05 -0.07 -0.04 0.13
H -10.457880 0.369789 26.973415 -0.07 0.02 -0.19 0.13
H -11.293728 3.159404 24.679074 -0.08 0.06 0.01 0.09
H -9.566326 3.307653 24.323954 0.01 -0.19 -0.10 0.09
H -10.153984 3.736862 25.907015 -0.04 -0.16 0.19 0.08
H -9.946800 2.288100 29.493697 -0.15 -0.28 0.16 0.07
H -8.500116 1.595655 29.600515 -0.28 -0.06 0.15 -0.04